13
Properties=species:S:1:pos:R:3:nbo_charge:R:1 method="wB97M-V/def2-TZVPD" multiplicity=1 homo_lumo_gap_ev=8.9 e_above_lowest_kj_mol=136.25 molar_mass_g_mol=193.00 e_tot_ha=-214.237965 total_charge=+1
Cs 3.706 -2.277 -1.831 1.00
C 0.485 -0.737 -0.342 -0.64
C 0.002 0.440 0.502 0.10
C -1.173 1.144 -0.066 -0.64
O -0.122 0.028 1.760 -0.68
H 1.218 -1.192 0.276 0.19
H 0.815 -0.468 -1.286 0.18
H -0.337 -1.430 -0.389 0.20
H 0.863 1.072 0.343 0.16
H -2.274 0.737 0.110 0.21
H -1.115 1.148 -1.110 0.21
H -1.188 2.170 0.308 0.23
H -0.881 -0.633 1.725 0.46